# 1
Entry from OMol25: a 2-piece molecular cluster, C4H13N2O overall at a distorted geometry (the ωB97M-V functional and the def2-TZVPD basis).

Spin multiplicity: 1
Energy relative to the best compared isomer or geometry (same formula, charge and spin): 77.92 kcal per mole
Charge: +1
HOMO level: -13.78 eV
Frontier orbital gap: 0.37434 Ha
Total energy: -9378.2049 eV

Last column: Löwdin charge in e.
Positions of all 20 atoms, in Å:
1 C -0.124 -1.758 0.656  -0.07
2 C 0.826 -1.150 -0.499  -0.22
3 C 0.416 0.154 -1.001  -0.18
4 C -0.665 0.360 -1.913  -0.12
5 N -1.283 1.632 -2.119  -0.02
6 N 0.342 1.281 0.092  0.23
7 H 0.382 -2.659 1.186  0.12
8 H -0.396 -1.165 1.477  0.00
9 H -1.081 -1.998 0.164  0.08
10 H 0.609 -1.935 -1.219  0.10
11 H 2.022 -1.337 -0.312  0.17
12 H -0.786 -0.414 -2.802  0.16
13 H -2.293 1.395 -2.369  0.12
14 H -0.910 2.126 -2.981  0.13
15 H 1.168 1.824 0.178  0.15
16 H 0.210 0.769 0.962  0.10
17 H -0.506 1.884 -0.054  0.16
18 H 0.270 0.979 3.614  0.06
19 H 1.331 -0.073 3.658  0.05
20 O 0.468 0.084 3.281  -0.05

=====

# 2
Entry from OMol25: a 2-piece molecular cluster, C4H13N2O overall at a distorted geometry (the ωB97M-V functional and the def2-TZVPD basis).

Spin multiplicity: 1
Energy relative to the best compared isomer or geometry (same formula, charge and spin): 67.24 kcal per mole
Charge: +1
HOMO level: -13.04 eV
Frontier orbital gap: 0.30797 Ha
Total energy: -9378.6681 eV

Last column: Löwdin charge in e.
Positions of all 20 atoms, in Å:
1 C 2.475 1.600 -1.225  -0.02
2 C 0.591 0.227 -1.785  0.17
3 N 1.407 0.706 -0.901  -0.01
4 H 3.422 1.096 -0.954  0.12
5 H 2.441 2.532 -0.630  0.12
6 H 2.469 1.819 -2.317  0.11
7 H 0.677 0.528 -2.841  0.13
8 H -0.062 -0.594 -1.521  0.10
9 H 1.210 0.371 0.074  0.07
10 C -0.533 -1.132 1.232  -0.15
11 O 0.642 -0.208 1.296  -0.11
12 C -1.715 -0.192 0.806  -0.25
13 N -2.937 -1.006 0.520  0.00
14 H -0.255 -1.855 0.451  0.11
15 H -0.709 -1.554 2.243  0.14
16 H 1.255 -0.519 1.962  0.11
17 H -1.857 0.388 1.755  0.13
18 H -1.409 0.438 -0.073  0.09
19 H -2.752 -1.509 -0.313  0.04
20 H -3.765 -0.401 0.299  0.10

=====

# 3
Entry from OMol25: a 2-piece molecular cluster, C4H13N2O overall at a distorted geometry (the ωB97M-V functional and the def2-TZVPD basis).

Spin multiplicity: 3
Energy relative to the best compared isomer or geometry (same formula, charge and spin): 31.60 kcal per mole
Charge: +1
HOMO level (spin up / spin down): -10.11 / -15.03 eV
Frontier orbital gap (spin up / spin down): 0.26744 / 0.21399 Ha
Total energy: -9374.0242 eV

Last column: Löwdin charge in e.
Positions of all 20 atoms, in Å:
1 C -2.181 -0.029 -0.820  -0.03
2 C 0.535 -1.625 0.236  -0.03
3 C -1.474 0.153 0.588  -0.24
4 C -0.040 -0.264 0.153  -0.39
5 N 0.786 0.691 -0.055  0.22
6 N -1.333 1.619 0.757  0.12
7 O 3.940 0.109 -0.498  -0.03
8 H -1.733 0.458 -1.746  0.12
9 H -3.245 0.455 -0.816  0.12
10 H -2.272 -1.132 -1.090  0.11
11 H 0.678 -1.937 1.310  0.11
12 H 1.382 -1.732 -0.449  0.09
13 H -0.103 -2.432 -0.206  0.10
14 H -2.020 -0.296 1.386  0.14
15 H 1.722 0.669 -0.330  0.09
16 H 0.218 1.578 0.064  0.13
17 H -1.957 2.137 0.193  0.10
18 H 4.242 -0.752 -0.633  0.01
19 H -1.672 1.884 1.749  0.18
20 H 4.528 0.446 0.208  0.07